Arrangement a

Entry from OMol25: a structure of composition C3H7N3O (the ωB97M-V functional and the def2-TZVPD basis).

## Properties
* orbital gap (spin up / spin down): 8.0 / 8.0 eV
* M: 101.1 g mol⁻¹
* total charge: 0
* HOMO (spin up / spin down): -7.41 / -7.41 eV

Cartesian coordinates (Å):
C  0.00  -0.82  -0.08
C  -0.32  0.51  0.40
N  0.14  0.94  1.65
N  -1.51  1.13  0.05
C  1.01  -0.63  -1.00
O  -0.53  -1.97  0.43
N  1.54  -1.13  -2.03
H  -0.80  -2.55  -0.30
H  0.99  0.46  1.93
H  0.23  1.95  1.73
H  -2.00  0.72  -0.73
H  -2.08  1.47  0.80
H  2.48  -0.81  -2.22
H  0.85  0.73  -0.64

These are the Löwdin partial charges, in e, on atoms 1 to 2:
1. C -0.355
2. C -0.438

Arrangement b

Entry from OMol25: the molecule C3H7N3O (the ωB97M-V functional and the def2-TZVPD basis).

## Properties
* orbital gap: 9.6 eV
* M: 101.1 g mol⁻¹
* total charge: 0
* structure (SMILES): C=C(O)/C(N)=N/N
* HOMO: -8.67 eV

Cartesian coordinates (Å):
C  -1.76  0.46  -1.25
C  -1.24  0.12  -0.06
O  -2.03  -0.12  1.04
C  0.33  -0.16  0.11
N  1.07  -0.72  -0.89
N  0.72  0.38  1.21
N  2.19  0.09  1.30
H  -1.13  0.62  -2.12
H  -2.83  0.52  -1.40
H  -2.96  0.06  0.82
H  2.06  -0.56  -0.68
H  0.75  -0.56  -1.83
H  2.28  -0.85  1.70
H  2.54  0.71  2.04

These are the Löwdin partial charges, in e, on atoms 1 to 2:
1. C 0.035
2. C -0.310

Arrangement c

Entry from OMol25: the molecule C3H7N3O (the ωB97M-V functional and the def2-TZVPD basis).

## Properties
* orbital gap: 9.8 eV
* M: 101.1 g mol⁻¹
* total charge: 0
* structure (SMILES): C=NO/C(C)=N/N
* HOMO: -8.73 eV

Cartesian coordinates (Å):
C  -2.92  0.85  -0.33
N  -1.85  0.38  0.11
O  -0.73  0.54  -0.71
C  0.43  0.06  -0.13
C  0.68  -1.40  -0.36
N  1.12  0.92  0.49
N  2.27  0.63  1.12
H  -3.79  0.72  0.29
H  -3.04  1.33  -1.31
H  1.40  -1.79  0.38
H  1.07  -1.56  -1.36
H  -0.28  -1.94  -0.25
H  2.79  -0.19  0.82
H  2.85  1.45  1.23

These are the Löwdin partial charges, in e, on atoms 1 to 2:
1. C -0.030
2. N -0.008

Relative energies in hartree: arrangement a 0.0721; arrangement b 0.0000; arrangement c 0.0478

Arrangement a

Entry from OMol25: the molecule C3H7N3O (the ωB97M-V functional and the def2-TZVPD basis).

## Properties
* orbital gap: 10.5 eV
* M: 101.1 g mol⁻¹
* total charge: 0
* HOMO: -9.46 eV

Cartesian coordinates (Å):
C  -1.46  0.71  -1.35
N  -1.07  0.35  0.01
C  0.21  -0.09  0.26
O  1.43  0.46  -0.40
N  0.89  0.03  1.57
C  1.80  -0.56  0.54
N  0.74  -1.49  0.10
H  -0.57  0.82  -1.99
H  -1.99  1.67  -1.35
H  -2.11  -0.04  -1.80
H  -1.42  0.96  0.74
H  0.56  -0.73  2.17
H  2.85  -0.81  0.69
H  0.86  -1.70  -0.90

These are the Löwdin partial charges, in e, on atoms 1 to 2:
1. C -0.083
2. N 0.014

Arrangement b

Entry from OMol25: the molecule C3H7N3O (the ωB97M-V functional and the def2-TZVPD basis).

## Properties
* orbital gap (spin up / spin down): 9.0 / 9.0 eV
* M: 101.1 g mol⁻¹
* total charge: 0
* HOMO (spin up / spin down): -8.08 / -8.08 eV

Cartesian coordinates (Å):
C  1.91  0.78  -0.06
C  2.03  -0.76  -0.05
C  -2.46  0.32  0.16
N  0.76  1.23  0.23
N  -0.27  -0.41  0.46
N  -1.34  -0.41  -0.34
O  0.71  -1.24  -0.10
H  2.90  1.33  -0.02
H  2.63  -1.20  -0.82
H  2.45  -0.99  1.04
H  -2.09  1.26  0.48
H  -3.11  0.56  -0.63
H  -3.03  -0.14  1.04
H  -1.07  -0.34  -1.38

These are the Löwdin partial charges, in e, on atoms 1 to 2:
1. C -0.248
2. C -0.199

Relative energies in hartree: arrangement a 0.0000; arrangement b 0.0790

Arrangement a

Entry from OMol25: a cluster of 3 separate species, C3H7N3O in total (the ωB97M-V functional and the def2-TZVPD basis).

## Properties
* orbital gap: 10.2 eV
* M: 101.1 g mol⁻¹
* total charge: 0
* HOMO: -9.94 eV

Cartesian coordinates (Å):
C  0.73  1.05  -0.84
C  0.16  0.63  0.39
C  -1.95  -1.90  -0.12
N  1.88  1.48  -1.10
N  -0.48  0.70  1.44
N  -0.48  -0.61  0.71
O  -1.59  -0.64  -0.17
H  -0.06  1.23  -1.63
H  2.66  1.66  1.74
H  -2.86  -1.97  -0.74
H  -2.23  -2.35  0.93
H  -1.12  -2.49  -0.52
H  1.87  1.74  -2.01
H  3.47  1.47  1.92

These are the Löwdin partial charges, in e, on atoms 1 to 2:
1. C -0.174
2. C -0.299

Arrangement b

Entry from OMol25: the molecule C3H7N3O (the ωB97M-V functional and the def2-TZVPD basis).

## Properties
* orbital gap: 10.8 eV
* M: 101.1 g mol⁻¹
* total charge: 0
* structure (SMILES): [H]/N=C/NC(=O)NC
* HOMO: -9.87 eV

Cartesian coordinates (Å):
H  0.05  -2.26  -3.11
N  -0.30  -2.13  -2.16
C  0.59  -1.58  -1.46
N  0.36  -1.24  -0.09
C  0.20  0.14  0.00
O  0.48  0.85  -0.96
N  -0.32  0.68  1.15
C  -0.45  2.13  1.15
H  1.57  -1.25  -1.80
H  -0.30  -1.84  0.40
H  -0.24  0.19  2.02
H  -0.83  2.41  0.17
H  0.51  2.64  1.30
H  -1.17  2.43  1.91

These are the Löwdin partial charges, in e, on atoms 1 to 2:
1. H 0.050
2. N 0.113

Relative energies in hartree: arrangement a 0.2704; arrangement b 0.0000

Arrangement a

Entry from OMol25: the molecule C3H7N3O (the ωB97M-V functional and the def2-TZVPD basis).

## Properties
* orbital gap: 8.1 eV
* M: 101.1 g mol⁻¹
* total charge: 0
* structure (SMILES): C=N/C(N)=C/NO
* HOMO: -7.20 eV

Cartesian coordinates (Å):
C  0.06  1.62  -1.82
N  -0.05  1.78  -0.54
C  -0.28  0.67  0.22
N  -1.19  0.77  1.26
C  0.41  -0.48  0.07
N  0.25  -1.64  0.81
O  0.65  -2.84  0.23
H  0.00  0.66  -2.35
H  0.23  2.51  -2.45
H  -1.37  1.77  1.40
H  -0.78  0.38  2.11
H  1.18  -0.58  -0.69
H  -0.70  -1.68  1.22
H  1.58  -2.92  0.53

These are the Löwdin partial charges, in e, on atoms 1 to 2:
1. C -0.028
2. N 0.024

Arrangement b

Entry from OMol25: a cluster of 2 separate species, C3H7N3O in total (the ωB97M-V functional and the def2-TZVPD basis).

## Properties
* orbital gap: 10.1 eV
* M: 101.1 g mol⁻¹
* total charge: 0
* structure (SMILES): [H]/N=C(/C)O.N#CN
* HOMO: -9.30 eV

Cartesian coordinates (Å):
H  -0.89  -1.24  1.20
N  -0.11  -0.59  1.03
C  0.56  -1.01  -0.01
C  1.85  -0.44  -0.48
O  -0.01  -1.96  -0.75
H  1.88  -0.40  -1.57
H  2.66  -1.07  -0.11
H  1.97  0.58  -0.12
H  0.45  -2.08  -1.60
N  -0.81  1.27  -1.15
C  -1.15  1.25  -0.02
N  -1.92  1.79  0.97
H  -2.66  2.44  0.70
H  -1.81  1.46  1.92

These are the Löwdin partial charges, in e, on atoms 1 to 2:
1. H 0.068
2. N 0.092

Arrangement c

Entry from OMol25: the molecule C3H7N3O (the ωB97M-V functional and the def2-TZVPD basis).

## Properties
* orbital gap (spin up / spin down): 6.9 / 6.9 eV
* M: 101.1 g mol⁻¹
* total charge: 0
* structure (SMILES): C=N/C(N)=C(\[NH3+])[O-]
* HOMO (spin up / spin down): -6.62 / -6.62 eV

Cartesian coordinates (Å):
C  -0.85  1.06  -1.40
N  -1.27  0.45  -0.34
C  -0.50  0.11  0.73
N  -1.13  0.09  2.00
C  0.78  -0.42  0.69
N  1.36  -0.56  -0.76
O  1.46  -1.01  1.53
H  -1.52  1.18  -2.24
H  0.12  1.58  -1.45
H  -0.82  -0.71  2.54
H  -2.14  0.05  1.87
H  0.65  -0.36  -1.48
H  2.15  0.07  -0.90
H  1.72  -1.52  -0.79

These are the Löwdin partial charges, in e, on atoms 1 to 2:
1. C -0.111
2. N 0.011

Arrangement d

Entry from OMol25: the molecule C3H7N3O (the ωB97M-V functional and the def2-TZVPD basis).

## Properties
* orbital gap: 8.3 eV
* M: 101.1 g mol⁻¹
* total charge: 0
* structure (SMILES): N/C=C\C(N)=N\O
* HOMO: -7.49 eV

Cartesian coordinates (Å):
N  0.92  0.79  -1.84
C  0.19  1.43  -0.88
C  -0.86  0.84  -0.19
C  -0.46  -0.27  0.59
N  -1.31  -0.94  1.43
N  0.83  -0.51  0.50
O  1.26  -1.70  1.15
H  1.75  1.25  -2.19
H  1.03  -0.20  -1.64
H  0.19  2.51  -1.01
H  -1.73  1.42  0.09
H  -2.27  -0.65  1.47
H  -0.92  -1.61  2.07
H  1.38  -2.35  0.45

These are the Löwdin partial charges, in e, on atoms 1 to 2:
1. N 0.082
2. C -0.171

Relative energies in hartree: arrangement a 0.0651; arrangement b 0.0000; arrangement c 0.0333; arrangement d 0.0571

Arrangement a

Entry from OMol25: a cluster of 2 separate species, C3H7N3O in total (the ωB97M-V functional and the def2-TZVPD basis).

## Properties
* orbital gap: 10.3 eV
* M: 101.1 g mol⁻¹
* total charge: 0
* structure (SMILES): [H]/N=C\C=N\[H].NC=O
* HOMO: -9.69 eV

Cartesian coordinates (Å):
H  0.98  -0.03  2.08
N  1.08  -0.95  1.66
C  1.06  -0.96  0.40
C  1.35  0.34  -0.50
N  1.38  1.46  0.06
H  1.85  2.20  -0.47
H  1.24  -1.88  -0.16
H  1.73  0.11  -1.51
N  -2.32  0.39  -0.10
C  -1.29  -0.42  -0.43
O  -0.88  -0.69  -1.53
H  -2.90  0.72  -0.86
H  -2.43  0.69  0.85
H  -0.84  -0.97  0.50

These are the Löwdin partial charges, in e, on atoms 1 to 2:
1. H 0.051
2. N 0.082

Arrangement b

Entry from OMol25: the molecule C3H7N3O (the ωB97M-V functional and the def2-TZVPD basis).

## Properties
* orbital gap: 9.8 eV
* M: 101.1 g mol⁻¹
* total charge: 0
* structure (SMILES): [H]/N=C/N(O)/C(C)=N/[H]
* HOMO: -8.88 eV

Cartesian coordinates (Å):
H  3.13  0.43  -0.32
N  2.13  0.48  -0.07
C  1.58  -0.66  -0.02
N  0.23  -0.84  0.05
O  -0.08  -2.24  0.17
C  -0.92  -0.01  -0.05
C  -0.67  1.48  0.14
N  -2.06  -0.57  -0.21
H  -2.73  0.16  -0.11
H  2.17  -1.57  -0.22
H  -1.10  -2.08  -0.10
H  -0.30  1.54  1.27
H  0.20  1.82  -0.45
H  -1.59  2.09  -0.08

These are the Löwdin partial charges, in e, on atoms 1 to 2:
1. H 0.057
2. N 0.075

Relative energies in hartree: arrangement a 0.0000; arrangement b 0.0215

Arrangement a

Entry from OMol25: the molecule C3H7N3O (the ωB97M-V functional and the def2-TZVPD basis).

## Properties
* orbital gap: 8.5 eV
* M: 101.1 g mol⁻¹
* total charge: 0
* structure (SMILES): C=N/C([NH3+])=C(\N)[O-]
* HOMO: -7.83 eV

Cartesian coordinates (Å):
C  1.87  0.81  -0.48
N  0.51  0.85  -0.61
C  -0.10  -0.21  -0.17
N  0.74  -1.10  0.59
C  -1.52  -0.26  0.22
N  -2.31  0.67  -0.36
O  -1.91  -1.10  1.03
H  2.41  -0.05  -0.90
H  2.38  1.75  -0.67
H  1.61  -0.27  0.76
H  0.17  -1.52  1.34
H  1.22  -1.82  0.06
H  -1.86  1.45  -0.83
H  -3.23  0.81  0.02

These are the Löwdin partial charges, in e, on atoms 1 to 2:
1. C -0.169
2. N 0.004

Arrangement b

Entry from OMol25: the molecule C3H7N3O (the ωB97M-V functional and the def2-TZVPD basis).

## Properties
* orbital gap: 7.7 eV
* M: 101.1 g mol⁻¹
* total charge: 0
* HOMO: -7.26 eV

Cartesian coordinates (Å):
C  2.36  -0.61  0.27
N  1.52  0.69  0.25
C  0.24  0.74  -0.50
O  0.13  1.45  -1.46
N  -0.71  -0.08  0.02
C  -1.99  -0.18  -0.55
N  -2.84  -0.97  -0.06
H  2.28  -0.98  -0.76
H  1.77  -1.28  0.92
H  2.09  1.42  -0.19
H  1.38  0.97  1.22
H  -0.46  -0.76  0.72
H  -2.11  0.49  -1.41
H  -3.71  -0.92  -0.58

These are the Löwdin partial charges, in e, on atoms 1 to 2:
1. C -0.130
2. N -0.032

Arrangement c

Entry from OMol25: the molecule C3H7N3O (the ωB97M-V functional and the def2-TZVPD basis).

## Properties
* orbital gap: 10.4 eV
* M: 101.1 g mol⁻¹
* total charge: 0
* HOMO: -9.34 eV

Cartesian coordinates (Å):
C  -1.10  -1.69  -0.53
N  0.11  -1.17  0.07
C  0.30  0.18  0.21
O  -0.84  1.10  0.24
N  0.88  0.88  1.40
C  0.39  1.85  0.38
N  1.07  1.12  -0.71
H  -1.91  -0.96  -0.43
H  -1.41  -2.60  0.01
H  -0.97  -1.94  -1.59
H  0.67  -1.77  0.67
H  1.90  0.83  1.34
H  0.36  2.93  0.51
H  0.54  1.24  -1.57

These are the Löwdin partial charges, in e, on atoms 1 to 2:
1. C -0.086
2. N 0.011

Arrangement d

Entry from OMol25: a cluster of 2 separate species, C3H7N3O in total (the ωB97M-V functional and the def2-TZVPD basis).

## Properties
* orbital gap: 10.3 eV
* M: 101.1 g mol⁻¹
* total charge: 0
* HOMO: -9.45 eV

Cartesian coordinates (Å):
C  -0.25  -1.15  -1.97
C  -1.35  -0.35  -1.37
C  1.51  0.21  1.89
N  -0.75  2.42  0.57
N  -0.15  1.65  1.14
N  0.20  0.66  1.74
O  0.84  -1.23  -1.56
H  -0.55  -1.90  -2.75
H  -1.96  -0.95  -0.73
H  -2.01  0.05  -2.19
H  -1.20  0.43  -0.64
H  2.26  0.93  1.41
H  1.84  0.00  3.00
H  1.58  -0.78  1.46

These are the Löwdin partial charges, in e, on atoms 1 to 2:
1. C -0.354
2. C -0.059

Relative energies in hartree: arrangement a 0.0000; arrangement b 0.0309; arrangement c 0.0562; arrangement d 0.0535